Here is an isolated molecule of C5H8O2 from the Open Molecules 2025 dataset. Energies are from ωB97M-V/def2-TZVPD.

Computed properties:
Energy: -9407.0162 eV
Structure (SMILES): CC(=C=O)[C@H](C)O
LUMO level: 0.73 eV
Charge: 0
Frontier orbital gap: 9.395 eV
ΔE to the lowest compared entry with this formula, charge and spin: 2.816 eV

Each atom is followed by the atoms it is bonded to, with distances in Å.
Atoms and positions in Å:
1 C 1.395 1.540 0.097  C2 1.504, H8 1.093, H9 1.092, H10 1.089
2 C 0.631 0.256 -0.077  C1 1.504, C3 1.329, C5 1.473
3 C 1.091 -0.963 0.181  C2 1.329, O4 1.177
4 O 1.823 -1.880 0.270  C3 1.177
5 C -0.828 0.192 -0.275  C2 1.473, C6 1.830, O7 1.367, H11 1.091
6 C -1.214 -1.371 0.594  C5 1.830, H12 1.087, H13 1.090, H14 1.087
7 O -1.306 0.217 -1.556  C5 1.367, H15 0.967
8 H 1.208 1.997 1.072  C1 1.093
9 H 1.110 2.263 -0.670  C1 1.092
10 H 2.465 1.358 0.006  C1 1.089
11 H -1.436 0.835 0.364  C5 1.091
12 H -0.911 -2.310 0.137  C6 1.087
13 H -2.278 -1.319 0.360  C6 1.090
14 H -1.132 -1.300 1.676  C6 1.087
15 H -0.617 0.484 -2.178  O7 0.967